No. 1
DFT (ωB97M-V/def2-TZVPD) results for a 4-piece molecular cluster, C20H42BF4N5O overall in a non-equilibrium geometry.

Structure (XYZ):
```
73
C20H42BF4N5O (ωB97M-V/def2-TZVPD)
C 11.672 16.568 9.727
C 10.774 15.398 9.621
N 11.684 14.127 9.518
C 11.997 13.344 10.607
C 12.878 12.421 10.226
N 13.053 12.601 8.863
C 12.329 13.654 8.468
C 13.828 11.807 7.909
H 11.123 17.502 9.712
H 12.272 16.621 8.832
H 12.212 16.586 10.655
H 10.157 15.311 8.711
H 10.098 15.189 10.478
H 11.510 13.484 11.532
H 13.463 11.670 10.732
H 12.356 14.161 7.536
H 14.141 12.384 7.044
H 13.256 10.981 7.524
H 14.807 11.605 8.357
C 10.863 7.633 6.629
C 10.483 8.928 7.248
N 8.995 9.084 7.377
C 8.057 8.558 8.278
C 6.846 9.076 7.951
N 7.059 9.877 6.884
C 8.327 9.883 6.569
C 5.983 10.631 6.271
H 10.559 7.670 5.595
H 10.437 6.737 7.110
H 11.990 7.547 6.673
H 10.756 9.822 6.699
H 10.833 9.111 8.274
H 8.414 7.801 9.006
H 5.810 9.055 8.292
H 8.762 10.585 5.864
H 5.145 9.978 6.049
H 6.360 11.191 5.399
H 5.698 11.341 7.002
C 5.871 14.799 7.636
C 5.836 16.268 7.218
N 6.777 16.830 6.213
C 6.656 15.963 5.002
C 6.377 18.195 5.805
C 6.410 19.259 6.920
C 8.126 16.763 6.720
C 9.204 17.210 5.788
O 9.370 18.632 5.950
C 10.538 19.202 5.260
H 6.784 14.423 8.147
H 5.544 14.189 6.794
H 5.101 14.760 8.410
H 5.892 16.884 8.122
H 4.820 16.418 6.782
H 5.594 16.041 4.786
H 6.941 14.961 5.240
H 7.203 16.368 4.133
H 5.361 18.204 5.371
H 7.106 18.432 5.014
H 7.296 19.377 7.530
H 5.523 19.154 7.553
H 6.235 20.209 6.427
H 8.271 15.699 7.013
H 8.239 17.393 7.598
H 9.113 17.004 4.743
H 10.080 16.639 6.089
H 10.469 18.860 4.213
H 11.491 18.924 5.705
H 10.324 20.287 5.242
B 9.379 13.229 7.031
F 8.201 12.912 6.463
F 9.914 14.367 6.531
F 9.073 13.400 8.409
F 10.328 12.211 7.032
```

As for the spin multiplicity: 1. The energy comes out at -42457.75244 eV. The charge is +2.

Mulliken population analysis, charges in e, atoms 1 to 8:
1 C -1.259
2 C 0.325
3 N 0.348
4 C -0.525
5 C -0.535
6 N 0.143
7 C -0.168
8 C -0.811

***

No. 2
DFT (ωB97M-V/def2-TZVPD) results for a 7-piece molecular cluster, C30H77ClN5O15 overall in a non-equilibrium geometry.

Structure (XYZ):
```
128
C30H77ClN5O15 (ωB97M-V/def2-TZVPD)
Cl -0.595 1.316 -0.978
O -1.919 1.143 -1.611
O -0.707 0.921 0.375
O 0.385 0.587 -1.703
O -0.314 2.696 -0.868
O 3.222 -1.164 -0.676
H 3.464 -0.995 -1.586
H 2.347 -0.787 -0.586
C 3.293 1.394 -6.404
O 2.966 2.369 -5.436
C 1.675 2.446 -4.777
C 1.622 3.754 -3.885
N 0.329 4.235 -3.444
C 0.264 5.609 -2.770
C 0.901 6.668 -3.650
O 2.305 6.743 -3.326
C 3.084 7.677 -4.035
H 3.608 0.557 -5.780
H 4.125 1.797 -6.983
H 2.486 1.052 -7.052
H 1.442 1.572 -4.170
H 0.782 2.447 -5.402
H 2.123 4.542 -4.447
H 2.326 3.660 -3.058
H -0.193 3.510 -2.972
H 0.583 5.356 -1.759
H -0.817 5.744 -2.743
H 0.506 7.606 -3.259
H 0.658 6.471 -4.694
H 3.047 7.261 -5.042
H 4.163 7.770 -3.911
H 2.537 8.611 -3.911
C 0.248 -2.369 0.981
O 1.624 -2.663 1.347
C 1.633 -3.116 2.728
C 2.473 -4.428 2.802
N 3.840 -4.154 2.297
C 4.585 -5.438 2.215
C 4.754 -6.103 3.584
O 3.669 -6.947 3.929
C 3.833 -7.763 5.052
H -0.313 -3.261 0.702
H 0.373 -1.789 0.066
H -0.277 -1.754 1.711
H 0.635 -3.310 3.122
H 2.001 -2.317 3.372
H 1.822 -5.101 2.244
H 2.541 -4.925 3.770
H 4.276 -3.900 3.172
H 5.591 -5.282 1.825
H 4.166 -6.109 1.466
H 4.845 -5.475 4.471
H 5.634 -6.732 3.448
H 2.893 -8.242 5.324
H 4.300 -7.231 5.881
H 4.498 -8.578 4.768
C -4.036 3.522 2.646
O -4.641 2.263 2.709
C -4.247 1.500 1.564
C -5.165 0.161 1.469
N -5.554 -0.259 2.825
C -6.875 -0.863 2.891
C -7.289 -1.149 4.367
O -8.796 -1.341 4.381
C -9.262 -1.859 5.542
H -4.574 4.038 1.851
H -2.950 3.594 2.584
H -4.327 3.856 3.642
H -3.171 1.385 1.690
H -4.257 1.987 0.589
H -4.637 -0.582 0.872
H -6.072 0.300 0.881
H -5.585 0.639 3.286
H -6.883 -1.814 2.358
H -7.605 -0.253 2.359
H -7.008 -0.222 4.867
H -6.686 -1.960 4.776
H -9.147 -1.159 6.369
H -8.698 -2.763 5.771
H -10.303 -2.183 5.534
C -2.719 -5.434 -1.034
O -2.426 -4.057 -0.653
C -2.880 -3.067 -1.532
C -1.958 -2.834 -2.848
N -0.608 -2.371 -2.453
C 0.178 -2.353 -3.627
C -0.159 -1.247 -4.657
O 0.287 -1.809 -5.932
C 0.031 -0.806 -6.891
H -3.771 -5.660 -0.859
H -2.039 -6.095 -0.497
H -2.426 -5.570 -2.075
H -2.856 -2.225 -0.840
H -3.888 -3.308 -1.868
H -2.519 -2.295 -3.612
H -1.826 -3.804 -3.327
H -0.555 -1.465 -2.008
H 0.428 -3.337 -4.024
H 1.181 -2.079 -3.298
H 0.369 -0.369 -4.286
H -1.233 -1.081 -4.739
H 0.354 0.214 -6.685
H -1.044 -0.634 -6.948
H 0.501 -0.977 -7.859
C 3.838 5.857 0.629
O 3.911 4.439 1.068
C 3.484 3.626 0.010
C 3.629 2.158 0.486
N 2.466 1.637 1.288
C 2.469 2.074 2.663
C 1.338 1.592 3.655
O 1.455 0.138 3.846
C 0.220 -0.328 4.440
H 4.602 6.116 -0.105
H 3.821 6.567 1.455
H 2.886 5.979 0.112
H 4.204 3.818 -0.786
H 2.440 3.734 -0.285
H 4.565 1.877 0.969
H 3.656 1.528 -0.403
H 1.564 1.862 0.895
H 2.475 3.162 2.595
H 3.411 1.742 3.100
H 0.437 1.961 3.165
H 1.474 2.095 4.612
H 0.073 -1.330 4.037
H -0.633 0.205 4.020
H 0.217 -0.271 5.528
```

As for the spin multiplicity: 2. The energy comes out at -83021.66291 eV.

Mulliken population analysis, charges in e, atoms 1 to 8:
1 Cl 1.327
2 O -0.778
3 O -0.419
4 O -0.235
5 O -0.646
6 O -0.557
7 H 0.278
8 H 0.130

***

No. 3
DFT (ωB97M-V/def2-TZVPD) results for one molecule with the formula C4H4N2O.

Structure (XYZ):
```
11
C4H4N2O (ωB97M-V/def2-TZVPD)
O 2.387 -1.223 0.208
C 1.289 -0.755 -0.001
C 1.058 0.687 -0.206
C -0.194 1.153 -0.191
N -1.276 0.311 0.015
C -1.017 -1.057 0.019
N 0.141 -1.595 -0.054
H 1.903 1.362 -0.264
H -0.484 2.194 -0.263
H -1.917 0.641 0.718
H -1.890 -1.717 0.018
```

As for the spin multiplicity: 1. The calculation puts the energy above the lowest of the compared OMol25 structures with the same formula, charge and spin at 0.505 eV. The energy comes out at -9239.98308 eV. As for the structure (SMILES): O=c1cc[nH]cn1.

Mulliken population analysis, charges in e, atoms 1 to 8:
1 O -0.561
2 C 0.501
3 C -0.413
4 C -0.244
5 N -0.188
6 C -0.021
7 N -0.448
8 H 0.373

***

No. 4
DFT (ωB97M-V/def2-TZVPD) results for one molecule with the formula C10H15N3O3S in a non-equilibrium geometry.

Structure (XYZ):
```
32
C10H15N3O3S (ωB97M-V/def2-TZVPD)
C 4.613 0.563 -0.445
C 3.117 0.875 -0.086
C 2.318 1.462 -1.185
S 0.683 2.277 -0.600
C -0.128 1.007 0.271
C -0.402 1.034 1.629
C 0.097 2.145 2.475
N 1.333 2.651 2.316
O 1.621 3.653 3.233
C -1.178 0.081 2.288
O -1.426 0.093 3.493
N -1.851 -0.899 1.546
C -2.678 -1.972 2.112
C -1.643 -0.919 0.160
O -1.910 -1.895 -0.433
N -0.784 0.015 -0.435
C -0.961 0.135 -1.917
H 5.045 -0.113 0.288
H 4.536 0.094 -1.347
H 5.173 1.490 -0.434
H 2.511 0.122 0.415
H 3.252 1.659 0.728
H 2.169 0.728 -2.013
H 2.960 2.211 -1.732
H -0.384 2.567 3.350
H 2.637 3.888 3.286
H -2.506 -1.914 3.192
H -3.683 -1.861 1.895
H -2.422 -3.098 1.907
H -0.048 0.213 -2.541
H -1.486 1.141 -2.034
H -1.640 -0.499 -2.450
```

As for the spin multiplicity: 1. The calculation puts the energy above the lowest of the compared OMol25 structures with the same formula, charge and spin at 4.000 eV. The energy comes out at -32058.06306 eV. As for the structure (SMILES): CCCSc1c(/C=N/O)c(=O)n(C)c(=O)n1C.

Mulliken population analysis, charges in e, atoms 1 to 8:
1 C -1.337
2 C -0.210
3 C -0.580
4 S -0.127
5 C 0.090
6 C 0.532
7 C -1.007
8 N 0.047

***

No. 5
DFT (ωB97M-V/def2-TZVPD) results for one molecule with the formula C4H8OS3 in a non-equilibrium geometry.

Structure (XYZ):
```
16
C4H8OS3 (ωB97M-V/def2-TZVPD)
C 0.442 -1.851 -0.715
S -0.148 -0.513 -1.771
C -0.943 0.659 -0.619
S 0.128 2.025 -0.051
C 1.666 1.201 0.397
C -1.774 0.002 0.510
O -1.551 0.470 1.719
S -2.890 -1.156 0.231
H 1.138 -1.504 0.084
H 0.979 -2.545 -1.389
H -0.421 -2.388 -0.234
H -1.665 1.148 -1.273
H 2.076 0.672 -0.486
H 2.354 1.971 0.696
H 1.538 0.527 1.225
H -0.930 1.282 1.677
```

As for the spin multiplicity: 1. The calculation puts the energy above the lowest of the compared OMol25 structures with the same formula, charge and spin at 0.534 eV. The energy comes out at -38830.42188 eV. As for the structure (SMILES): CSC(SC)C(O)=S.

Mulliken population analysis, charges in e, atoms 1 to 8:
1 C -0.705
2 S -0.019
3 C -0.098
4 S -0.154
5 C -0.798
6 C 0.141
7 O -0.457
8 S -0.230

***

No. 6
DFT (ωB97M-V/def2-TZVPD) results for C10H8Cl2N3O3ReSSbSe4 as an isolated structure in a non-equilibrium geometry.

Structure (XYZ):
```
33
C10H8Cl2N3O3ReSSbSe4 (ωB97M-V/def2-TZVPD)
Re -0.286 -6.116 13.062
N -3.622 -8.887 13.963
C -2.404 -8.269 13.959
S -2.344 -6.492 13.907
N -1.321 -8.932 13.958
N -0.203 -8.091 13.878
C 0.852 -8.674 14.389
C 2.093 -8.034 14.672
C 3.178 -8.848 15.092
C 4.350 -8.194 15.304
C 4.505 -6.809 15.167
C 3.445 -6.033 14.785
C 2.210 -6.626 14.582
O 1.183 -5.831 14.320
H -4.454 -8.356 14.103
H -3.673 -9.838 14.292
H 0.714 -9.721 14.572
H 3.063 -9.940 15.208
H 5.141 -8.769 15.780
H 5.459 -6.331 15.452
H 3.644 -4.922 14.707
Se 4.374 -4.791 11.588
Sb 2.296 -5.059 10.487
Se 0.909 -7.206 11.297
Se -0.270 -3.759 13.008
Se 1.728 -4.582 8.246
Cl -4.298 -5.567 10.106
C -3.377 -4.116 10.332
Cl -2.589 -3.614 8.816
C -2.227 -4.504 11.212
O -1.813 -3.486 11.932
O -1.742 -5.620 11.194
H -3.961 -3.277 10.712
```

As for the spin multiplicity: 1. The calculation puts the energy above the lowest of the compared OMol25 structures with the same formula, charge and spin at 0.970 eV. The energy comes out at -327039.00262 eV. The charge is +1.

Mulliken population analysis, charges in e, atoms 1 to 8:
1 Re 1.026
2 N -0.433
3 C 0.691
4 S -0.383
5 N -1.053
6 N 0.419
7 C -0.055
8 C 0.710

***

No. 7
DFT (ωB97M-V/def2-TZVPD) results for an isolated ion of composition C6H17NO5P and charge +1 in a non-equilibrium geometry.

Structure (XYZ):
```
30
C6H17NO5P (ωB97M-V/def2-TZVPD)
C -1.190 -2.694 -0.227
O -0.256 -1.569 -0.072
C -0.708 -0.617 0.843
O -0.797 -1.080 2.146
C -1.314 -0.325 3.187
C 0.473 0.709 0.777
N 1.573 -0.022 1.507
P 1.136 0.679 -1.034
O 2.369 -0.178 -1.003
O 1.430 2.193 -1.322
C 0.464 3.216 -1.354
O -0.009 0.358 -2.007
C 0.190 -0.543 -3.121
H -0.591 -3.470 -0.763
H -2.067 -2.395 -0.697
H -1.485 -3.069 0.780
H -1.704 -0.243 0.511
H -2.410 -0.120 3.088
H -0.683 0.584 3.175
H -1.315 -1.078 4.009
H 0.214 1.595 1.410
H 2.147 0.642 2.020
H 1.081 -0.801 1.994
H 2.051 -0.297 0.574
H 0.408 3.733 -2.390
H 0.737 4.037 -0.596
H -0.531 2.892 -1.174
H 0.893 -1.352 -2.814
H 0.753 0.012 -3.932
H -0.859 -0.796 -3.516
```

As for the spin multiplicity: 1. The calculation puts the energy above the lowest of the compared OMol25 structures with the same formula, charge and spin at 0.000 eV. The energy comes out at -27506.88848 eV. The charge is +1. As for the structure (SMILES): COC(OC)[C@@H]([NH3+])P(=O)(OC)OC.

Mulliken population analysis, charges in e, atoms 1 to 8:
1 C -0.887
2 O -0.222
3 C 0.019
4 O -0.465
5 C -0.636
6 C -0.581
7 N -0.166
8 P 1.121